1.
# C6H15NO

2 unconnected molecules or ions with the total composition C6H15NO at a distorted geometry (the ωB97M-V functional and the def2-TZVPD basis, the OMol25 dataset).

XYZ file:
```
23
Properties=species:S:1:pos:R:3:forces:R:3
C -0.9221 -2.1135 -0.8133 -2.252 -0.897 -1.624
C 0.2687 -2.6370 -0.1266 -0.537 0.112 1.966
N 1.4283 -1.9783 -0.1709 2.445 -0.276 -0.484
O 0.1536 -3.5074 0.6855 -0.443 -2.708 0.900
H -1.5883 -2.9418 -1.2808 1.884 1.062 0.011
H -0.6945 -1.2811 -1.4595 -0.236 -0.030 -0.621
H -1.7214 -1.8057 -0.1487 0.494 0.517 0.901
H 2.3230 -2.3426 0.2246 -1.738 0.373 -0.313
H 1.4151 -1.0717 -0.5232 0.450 1.434 -0.890
C -1.3193 1.6210 1.0274 0.077 -1.933 -1.032
C -0.1057 1.0155 0.3365 2.254 -1.930 0.008
C 0.0093 1.2733 -1.1955 -6.239 3.450 0.725
C 1.2465 1.5406 0.9761 -0.445 -1.811 -0.353
H -2.2193 1.1820 0.5629 0.094 0.354 0.393
H -1.2726 2.6471 0.8305 -0.300 1.787 -0.141
H -1.3157 1.4491 2.0970 -0.013 -0.122 0.121
H -0.0491 -0.1662 0.4758 -0.576 2.625 -0.003
H -0.2765 2.4278 -1.4540 1.960 -2.135 0.824
H 0.8333 0.8560 -1.6390 2.057 -0.563 -1.267
H -0.9708 0.9896 -1.7316 1.471 -0.790 0.701
H 1.1216 1.6805 2.0537 0.203 0.252 -0.203
H 2.0381 0.7630 0.8272 -0.533 0.502 0.236
H 1.6178 2.3999 0.4459 -0.076 0.725 0.145
```
Forces are in eV/Å.

For the LUMO energy, the calculation gives 0.8 eV. As for the SMILES: CC(N)=O.CC(C)C. The value obtained for the energy above the lowest of the compared OMol25 structures with the same formula, charge and spin is 1.8784 eV. As for the spin multiplicity: 1. The total energy comes out at -367.56227 a.u. The HOMO energy is -9.5511 eV.

=====

2.
# C18H25FN2O2PS

2 unconnected molecules or ions with the total composition C18H25FN2O2PS at a distorted geometry (the ωB97M-V functional and the def2-TZVPD basis, the OMol25 dataset).

XYZ file:
```
50
Properties=species:S:1:pos:R:3:forces:R:3
C -1.4537 -4.1126 0.4729 0.305 -0.249 -0.068
C -0.5412 -4.4112 -0.7376 -0.750 0.202 0.327
C -0.6303 -3.3804 -1.8542 0.839 -0.268 0.041
C 0.0560 -2.0578 -1.4796 -0.249 0.040 -0.276
C -0.7843 -1.1035 -0.6785 -0.228 -0.161 -0.159
C -2.1102 -0.9075 -1.0225 0.009 0.289 0.125
C -2.9231 -0.0251 -0.3362 0.236 0.000 0.189
C -4.3477 0.1526 -0.7346 -0.090 -0.098 -0.734
C -5.0507 -1.1804 -0.8996 -0.134 -0.004 0.411
N -5.0373 -1.9874 0.0676 0.078 -0.184 0.000
C -2.3609 0.6931 0.7200 -0.008 -0.163 -0.187
C -1.0453 0.5051 1.0445 0.135 0.333 0.352
P -0.3811 1.5581 2.4362 -0.955 0.829 0.722
S -1.7396 2.5917 3.3343 0.051 -0.156 -0.243
N -0.2768 -0.3873 0.3586 -0.261 -0.218 0.004
C 1.1235 -0.5499 0.7087 0.811 0.372 0.193
O 1.8493 0.1584 -0.2769 -0.401 -0.352 -0.532
O 3.1437 -0.4068 -0.3813 0.175 -0.111 0.356
H -0.8859 -3.7774 1.3385 0.033 0.174 0.081
H -1.9449 -5.0304 0.7771 -0.164 -0.040 0.154
H -2.2275 -3.3766 0.2649 -0.100 0.018 -0.078
H 0.4883 -4.4984 -0.3949 0.161 -0.073 -0.111
H -0.8234 -5.3771 -1.1456 0.066 -0.120 -0.104
H -0.0610 -3.7778 -2.6931 -0.016 0.042 -0.195
H -1.6458 -3.2591 -2.2152 -0.180 0.081 0.067
H 0.3241 -1.5290 -2.3958 0.020 0.155 -0.064
H 0.9933 -2.3183 -1.0001 0.070 0.096 0.150
H -2.5449 -1.4349 -1.8520 0.182 -0.270 -0.145
H -4.3638 0.6536 -1.7046 0.050 0.195 -0.021
H -4.8876 0.7892 -0.0416 -0.060 0.000 0.180
H -5.5560 -1.3863 -1.8415 -0.091 0.110 -0.115
H -5.5591 -2.8358 -0.1473 0.002 -0.022 0.037
H -2.9742 1.3975 1.2613 0.199 0.102 0.276
H 0.5949 2.3696 1.8295 0.338 -0.536 -0.116
H 0.2463 0.6632 3.3183 0.328 -0.112 -0.401
H 1.4231 -1.5889 0.7489 -0.115 -0.210 -0.121
H 1.3503 -0.1180 1.6802 -0.302 0.001 0.126
H 3.0589 -1.0192 -1.1280 -0.020 0.105 -0.150
F 5.3426 6.3834 1.0810 0.012 0.018 0.008
C 4.6506 5.2883 0.7327 -0.086 -0.148 -0.052
C 5.3325 4.1087 0.5035 0.157 -0.038 0.013
C 4.6136 2.9778 0.1470 -0.088 0.061 0.025
C 3.2318 3.0397 0.0164 -0.093 -0.021 0.016
C 2.5683 4.2390 0.2482 0.107 -0.102 0.024
C 3.2775 5.3738 0.6137 -0.125 0.141 0.035
H 6.4093 4.0840 0.6039 -0.007 0.030 0.013
H 5.1326 2.0452 -0.0296 0.018 0.004 -0.014
H 2.6749 2.1546 -0.2627 0.107 0.202 -0.018
H 1.4915 4.2955 0.1406 0.000 0.044 -0.015
H 2.7795 6.3149 0.8042 0.035 0.011 -0.009
```
Forces are in eV/Å.

The net charge is +1. For the LUMO energy, the calculation gives -4.4 eV. As for the spin multiplicity: 1. The total energy comes out at -1799.91980 a.u. The HOMO energy is -11.2224 eV.

=====

3.
# C6H11N8P

A molecular structure, C6H11N8P at a distorted geometry (the ωB97M-V functional and the def2-TZVPD basis, the OMol25 dataset).

XYZ file:
```
26
Properties=species:S:1:pos:R:3:forces:R:3
C -2.4193 0.0190 1.5642 1.369 2.056 0.363
C 1.3940 2.2918 -0.9419 2.308 -1.667 0.710
C -1.7931 1.0440 2.2460 0.238 -0.994 0.356
C 0.1301 2.6149 -1.0675 0.989 -0.046 -0.484
C -0.3158 -0.3075 1.2810 1.108 -0.443 0.527
C 0.3039 0.3524 -1.4823 0.575 4.509 -1.138
N -1.4969 -0.8050 0.9427 -0.190 0.531 0.206
N 1.5734 0.9188 -1.2401 -1.638 -2.029 0.254
N 2.5979 -2.1430 -0.5592 -1.664 0.296 0.396
N -0.4461 0.7593 2.1462 1.435 1.345 -0.031
N -0.5131 1.5185 -1.5090 -3.504 -1.727 -0.971
N 0.1545 -3.3350 0.0547 -0.169 0.415 -0.802
N 0.9400 -0.7544 0.9153 -0.970 -1.167 0.286
N 0.0025 -0.8588 -1.7636 1.092 -1.596 0.793
P 1.1128 -2.0006 -0.0677 1.491 1.858 0.288
H -3.4167 0.1823 1.3037 -1.612 -0.938 -0.347
H 2.2540 2.8128 -0.6367 0.592 0.803 0.305
H -2.1113 1.8483 2.9063 -0.222 -0.304 -0.458
H -0.3298 3.5402 -1.0272 -0.750 1.521 0.181
H 2.8110 -3.0800 -0.8466 0.281 -0.409 -0.348
H 0.3142 1.4273 2.4856 -1.417 -1.827 -0.917
H -1.4926 1.7184 -1.9039 2.165 -1.614 0.955
H 0.2356 -3.8463 -0.8698 -1.009 0.503 1.780
H -0.7551 -3.0952 0.5308 0.884 -0.650 -1.248
H 2.2378 0.2033 -0.8228 -0.530 1.686 -0.593
H -0.9718 -1.0254 -1.6383 -0.851 -0.112 -0.064
```
Forces are in eV/Å.

For the LUMO energy, the calculation gives 0.7 eV. As for the spin multiplicity: 1. The total energy comes out at -1014.62730 a.u. The HOMO energy is -7.4321 eV.